{"formula": "AlH3NO2", "method": "ωB97M-V/def2-TZVPD", "elements": ["O", "N", "O", "Al", "H", "H", "H"], "positions_angstrom": [[-1.78904, 1.34667, -1.56643], [-1.56771, 0.49819, -0.74666], [-0.40868, -0.10308, -0.90400], [0.72273, -0.38278, 0.54553], [-0.05135, 0.12482, 1.87419], [1.04664, -1.97334, 0.57370], [2.04742, 0.48952, 0.22367]], "atomic_forces_ev_per_a": [[-0.1, -0.2, -0.2], [0.0, 0.1, 0.2], [0.1, 0.2, -0.1], [0.0, -0.2, 0.1], [0.0, 0.0, 0.0], [0.0, 0.0, 0.0], [0.0, 0.0, 0.0]], "mulliken_charge": [-0.422, 0.231, -0.246, 0.011, -0.201, -0.198, -0.176], "multiplicity": 1, "homo_lumo_gap_ev": 9.2201, "total_charge": -1, "e_lumo_ev": 4.13, "energy_ev": -12230.2538}